# 1
Here is C13H47MnO13 as an isolated structure at a distorted geometry from OMol25. Energies are from the ωB97M-V functional and the def2-TZVPD basis.

CARTESIAN COORDINATES (ANGSTROEM)
Mn: -3.41006 3.83844 -0.90910
C: 0.02630 -0.14708 -0.31584
C: -1.09511 0.91697 -0.41920
O: -1.25543 1.75999 0.45826
O: -1.79423 1.01655 -1.46354
H: 0.09831 -0.55340 0.69303
H: 1.00185 0.26564 -0.57286
H: -0.18548 -0.97975 -0.98659
C: 2.65587 -4.35412 4.48753
O: 3.98074 -3.95834 4.70167
H: 2.20932 -4.44615 5.47759
H: 2.12492 -3.58787 3.92267
H: 2.68351 -5.34208 4.02792
H: 4.30499 -4.55877 5.37692
C: -1.69278 -4.56317 -4.52284
O: -2.16457 -5.91027 -4.33543
H: -1.56175 -4.32558 -5.57853
H: -2.40580 -3.82383 -4.15805
H: -0.80558 -4.39998 -3.91099
H: -2.92611 -5.89851 -4.91982
C: 1.22269 6.08658 2.00256
O: 0.18895 6.84405 2.54535
H: 1.78848 5.59476 2.79383
H: 0.89472 5.30636 1.31568
H: 1.95940 6.68467 1.46623
H: -0.59523 6.54357 2.08017
C: -1.66272 -1.34810 4.41952
O: -1.61832 -2.74422 4.63666
H: -2.06197 -0.85435 5.30545
H: -0.67770 -0.92017 4.23310
H: -2.33474 -1.13275 3.58879
H: -1.51342 -3.24864 3.82662
C: -0.26524 -5.35600 0.58894
O: -1.13564 -5.40184 1.70337
H: 0.75339 -5.59451 0.89493
H: -0.62891 -5.99240 -0.21781
H: -0.14349 -4.33881 0.21667
H: -1.10697 -6.30121 2.03789
C: 3.29085 0.67330 3.46108
O: 4.27546 1.68249 3.77399
H: 3.45081 0.31771 2.44320
H: 3.23033 -0.11280 4.21373
H: 2.27818 1.05850 3.58035
H: 3.93466 2.13675 4.54801
C: 2.92864 2.98500 -3.21363
O: 2.48126 3.72345 -2.05191
H: 3.93728 3.29780 -3.48366
H: 2.98707 1.95049 -2.87526
H: 2.23063 3.08770 -4.04448
H: 3.14560 3.57908 -1.37411
C: -5.76091 2.95031 -4.28065
O: -4.64959 3.71548 -3.79671
H: -6.04099 2.14772 -3.59838
H: -6.62947 3.60759 -4.32175
H: -5.55646 2.50614 -5.25482
H: -4.48478 4.30222 -4.53845
C: 3.63392 -3.42517 -2.12923
O: 4.38317 -2.52798 -2.90630
H: 2.57762 -3.23003 -2.31434
H: 3.85155 -4.44533 -2.44549
H: 3.87317 -3.44356 -1.06598
H: 3.91245 -2.43754 -3.73807
C: -0.88756 1.28803 -6.01094
O: -0.33280 0.43638 -5.00520
H: -1.89248 0.92336 -6.22369
H: -0.94653 2.32251 -5.67262
H: -0.23144 1.25469 -6.88070
H: -0.80437 0.57638 -4.18081
C: -2.48074 3.73052 4.94407
O: -2.65697 5.14348 5.02399
H: -1.62185 3.54172 4.30006
H: -2.30607 3.29534 5.92804
H: -3.41314 3.27473 4.61090
H: -2.55869 5.33788 4.08904

Output
* spin multiplicity: 6
* F_max: 3.06 eV/A
* E_LUMO (spin up / spin down): -8.54 / -8.09 eV
* total charge: +1
* frontier orbital gap (spin up / spin down): 2.97 / 3.41 eV


# 2
Here is C30H26Cl3GeNOP2Ta as an isolated structure at a distorted geometry from OMol25. Energies are from the ωB97M-V functional and the def2-TZVPD basis.

CARTESIAN COORDINATES (ANGSTROEM)
Ta: -0.08421 -0.35297 -1.04038
C: 2.79492 1.40322 -0.17493
P: 2.42306 -0.39011 -0.26389
C: 2.41429 -1.09503 1.38606
C: 1.39081 -0.58341 2.19642
C: 1.17143 -1.10893 3.45968
C: 1.97788 -2.14279 3.91729
C: 2.99652 -2.64745 3.11775
C: 3.21643 -2.13186 1.84716
C: 3.48527 -1.16560 -1.48350
C: 2.95350 -1.38051 -2.75234
C: 3.72266 -1.95948 -3.74914
C: 5.03462 -2.31840 -3.47711
C: 5.58045 -2.08071 -2.22227
C: 4.81319 -1.49665 -1.22559
C: 1.74005 2.18981 -0.89561
C: 1.69088 3.51343 -1.17776
C: 0.33546 3.83688 -1.53091
C: -0.38630 2.69361 -1.45928
C: -1.86139 2.45958 -1.43709
P: -2.23488 0.99284 -0.38676
C: -3.88412 0.46545 -0.83270
C: -4.13208 -0.40350 -1.89529
C: -5.44156 -0.66911 -2.26324
C: -6.49612 -0.07553 -1.58156
C: -6.24961 0.79398 -0.52704
C: -4.94576 1.06551 -0.14710
C: -2.14132 1.36674 1.36583
C: -1.46622 2.50120 1.82027
C: -1.33681 2.72013 3.18459
C: -1.86733 1.80890 4.08860
C: -2.52572 0.67057 3.63636
C: -2.66081 0.44145 2.27618
N: 0.46325 1.62389 -1.13426
H: 3.79571 1.56580 -0.57892
H: 2.81042 1.68371 0.88176
H: 0.77818 0.25865 1.85823
H: 0.38441 -0.70855 4.08468
H: 1.81531 -2.55518 4.90400
H: 3.62293 -3.44891 3.48522
H: 4.00421 -2.53907 1.23055
H: 1.92777 -1.09190 -2.99088
H: 3.30095 -2.13004 -4.73034
H: 5.63737 -2.77813 -4.24848
H: 6.60876 -2.34849 -2.02070
H: 5.25298 -1.30742 -0.25403
H: 2.50187 4.21505 -1.06269
H: -0.05070 4.82283 -1.73619
H: -2.33227 2.25825 -2.40321
H: -2.37506 3.32475 -1.00873
H: -3.31881 -0.87650 -2.42687
H: -5.63847 -1.34639 -3.08296
H: -7.51505 -0.29250 -1.87283
H: -7.07084 1.25834 0.00157
H: -4.76006 1.74232 0.67834
H: -1.04929 3.21543 1.11953
H: -0.83216 3.60782 3.54176
H: -1.77576 1.99045 5.15139
H: -2.94513 -0.03172 4.34437
H: -3.18805 -0.43840 1.92423
Cl: -1.00400 -3.53641 0.74084
Ge: 0.27222 -3.30745 -0.93455
Cl: 2.19569 -4.16256 -0.61915
Cl: -0.33712 -4.12762 -2.78183
O: -1.20646 -1.46126 -1.83253

Output
* spin multiplicity: 2
* F_max: 1.74 eV/A
* E_LUMO (spin up / spin down): -8.27 / -8.94 eV
* total charge: +2
* frontier orbital gap (spin up / spin down): 5.74 / 5.06 eV


# 3
Here is C3H10CsN2O2 as an isolated structure at a distorted geometry from OMol25. Energies are from the ωB97M-V functional and the def2-TZVPD basis.

CARTESIAN COORDINATES (ANGSTROEM)
Cs: 0.49849 -0.94996 2.59094
C: 0.65769 3.75016 1.16126
O: -0.20608 2.85591 1.11854
N: 1.10063 4.34641 0.10294
N: 1.37391 4.04012 2.18871
H: 1.74314 5.11690 0.21962
H: 0.70406 4.03009 -0.77043
H: 1.75372 4.97435 2.24411
H: 1.12644 3.48282 2.99386
C: -1.62205 -4.16433 -0.96154
C: -0.37554 -3.49692 -1.55464
O: -0.33461 -2.19167 -1.12244
H: -1.90434 -5.15996 -1.30380
H: -2.40968 -3.46746 -1.24806
H: -1.69764 -4.01783 0.11592
H: -0.48016 -3.46212 -2.63905
H: 0.50151 -4.06733 -1.24884
H: -0.42956 -1.61918 -1.88718

Output
* F_max: 4.87 eV/A
* E_LUMO: -3.50 eV
* total charge: +1
* frontier orbital gap: 9.22 eV


# 4
Here is C11H14Cl2CrNO6 as an isolated structure at a distorted geometry from OMol25. Energies are from the ωB97M-V functional and the def2-TZVPD basis.

CARTESIAN COORDINATES (ANGSTROEM)
Cr: -0.08250 0.11950 -0.19300
C: 0.15350 -1.84930 1.90970
N: 0.04690 -0.38990 1.87830
C: -1.05720 0.00930 2.75210
C: 1.30070 0.18930 2.38670
C: 2.35290 0.07520 1.31760
C: 3.68990 -0.17970 1.57610
C: 4.59440 -0.23030 0.52660
C: 4.16120 0.02040 -0.76390
C: 2.82070 0.26820 -1.01010
C: 1.88700 0.26390 0.01520
H: 0.24580 -2.21100 2.94020
H: 1.03300 -2.15710 1.34700
H: -0.73150 -2.28630 1.45140
H: -0.85430 -0.27110 3.79350
H: -1.97550 -0.47850 2.42780
H: -1.20090 1.08760 2.69440
H: 1.59780 -0.28910 3.33070
H: 1.11730 1.25100 2.58150
H: 4.03480 -0.33860 2.58740
H: 5.63110 -0.46210 0.71850
H: 4.85860 0.00760 -1.58810
H: 2.49140 0.47170 -2.02010
O: -2.17300 1.49550 -1.66200
Cl: -2.27640 1.30210 -0.28400
O: -3.40040 1.93040 0.26740
O: -2.30870 -0.09700 0.02290
O: -1.08950 1.83230 0.38020
Cl: -1.63990 -2.04760 -3.89630
C: 0.09470 -1.92550 -3.50420
C: 0.16240 -1.09340 -2.24520
O: 0.25980 -1.66030 -1.12690
O: 0.08440 0.14730 -2.28130
H: 0.59120 -1.45030 -4.34850
H: 0.47040 -2.92980 -3.31940

Output
* spin multiplicity: 4
* F_max: 4.06 eV/A
* E_LUMO (spin up / spin down): 0.11 / 0.09 eV
* total charge: 0
* frontier orbital gap (spin up / spin down): 9.28 / 9.52 eV